20 unconnected molecules or ions with the total composition C40H120O20. Source: the Open Molecules 2025 dataset; level of theory: wB97M-V/def2-TZVPD.

Last column: Mulliken charge in e.
Element x y z (Å)
O: 0.96492 1.65111 -7.97038  -0.58
O: 1.91898 1.57479 -1.61400  1.35
O: 3.19636 4.31936 -2.37198  -0.54
O: 1.11493 -4.71634 4.74041  -0.60
O: -2.50647 -2.44034 6.20015  -0.50
O: -1.49782 2.54699 3.82437  -0.23
O: 4.20395 -0.47365 5.83336  -0.52
O: -1.45483 2.21293 6.54765  -0.52
O: 5.88714 -2.74009 0.95271  -0.48
O: -4.21591 2.39623 2.88009  -0.63
O: -1.30566 -1.50022 -3.19908  0.78
O: -2.89202 2.98343 -3.68668  -0.66
O: -0.98086 2.72190 -1.77157  0.34
O: 5.66344 4.42531 2.36452  -0.61
O: -3.37170 -2.98332 -2.79422  -0.64
O: -0.28000 -0.16721 -1.27012  0.63
O: -6.02350 -3.73660 2.42398  -0.58
O: -5.87962 -0.33995 -6.24773  -0.56
O: 1.22952 -6.28141 -1.35971  -0.53
O: 7.94986 3.19846 1.15535  -0.63
C: 1.37895 4.25995 -3.91821  -0.59
C: 0.84773 -1.35849 -4.44210  -0.39
C: 0.16893 -0.19029 1.09637  -0.57
C: -0.58370 -1.95489 -4.32626  -0.27
C: 0.54125 3.64343 3.16329  -0.73
C: 6.74115 1.12627 0.81120  -0.02
C: -3.01669 -3.53413 -0.55815  -0.33
C: -0.50084 -0.89417 -0.08867  0.61
C: -0.21119 1.86527 7.04851  -0.34
C: 4.50885 3.66949 2.31085  -0.20
C: -4.22537 2.29027 1.45420  -0.60
C: -0.97823 3.78130 3.40167  -0.43
C: -3.79919 0.86295 -3.09013  0.35
C: 3.18224 0.40089 3.86051  0.04
C: 0.17190 0.56156 6.39101  -0.30
C: 1.51013 -3.99458 -1.81473  -0.12
C: 3.75382 0.05814 -0.99542  0.02
C: -3.21922 -1.33281 5.60988  -0.86
C: -4.25552 -2.14856 -6.00191  -0.44
C: -3.12471 1.71421 -4.17817  0.14
C: 0.04523 1.15998 -7.04866  0.22
C: 4.69564 -3.30901 0.51561  0.11
C: 3.12927 0.97121 -2.05904  -0.47
C: -6.39395 -2.42234 2.81424  0.38
C: 2.86636 4.24799 -3.72541  -0.34
C: -1.07962 3.56537 -0.61642  0.70
C: 0.01077 -3.96448 4.34648  0.12
C: 4.49087 -0.08219 4.47431  -0.43
C: -4.97573 -1.19604 -6.93410  -0.24
C: 7.80164 1.88371 1.61854  -0.63
C: 0.00451 4.67086 -0.67585  -1.33
C: -7.13977 -1.70976 1.68498  -1.04
C: -1.33985 1.30792 -7.69014  -0.60
C: -3.80397 -2.61136 -1.50804  0.16
C: -3.98959 0.81705 1.01034  0.90
C: 4.90144 -4.76508 0.25223  -1.01
C: -0.52884 -4.35750 2.98389  -0.60
C: -2.65556 -0.98570 4.25742  0.45
C: 0.52145 -5.10621 -1.36017  -0.18
C: 3.99889 3.68781 0.82364  -0.39
H: -3.81199 1.85816 -5.01185  0.30
H: 0.85050 4.63937 2.84616  0.42
H: -0.06847 -1.89106 -0.17436  -0.28
H: 8.79512 1.43817 1.56751  0.51
H: 7.52938 1.95237 2.67176  0.19
H: 4.72331 -0.31189 -1.32894  0.68
H: 6.69201 0.08119 1.11695  0.21
H: 3.27518 3.30774 -4.09544  0.20
H: -7.82590 -2.44890 1.27149  0.36
H: -0.33440 -5.13291 -2.03464  0.27
H: 0.32728 -2.92145 4.34971  -0.04
H: -2.49825 -2.27822 7.14633  0.29
H: 5.78856 -5.00012 -0.33588  0.39
H: -3.30028 -3.50261 0.49383  0.24
H: -2.04334 -2.10191 -3.07502  -0.34
H: 4.97049 -5.29751 1.20084  0.31
H: 4.75428 3.44856 0.07514  0.42
H: -3.93827 -0.14567 -3.47930  -0.10
H: 3.94748 0.60130 -0.07045  -0.54
H: -3.17780 -0.12966 3.83016  -0.03
H: 3.99913 -5.18943 -0.18806  0.22
H: -1.97144 -3.22694 -0.59254  -0.39
H: -4.20175 -0.57176 -7.38057  0.12
H: 3.18809 2.97396 0.67829  -0.23
H: 3.37009 0.91428 2.91751  -0.17
H: -2.01512 4.12455 -0.63329  0.33
H: -3.66033 -2.92511 -6.48234  0.40
H: -0.06319 5.34858 0.17515  0.46
H: 6.81860 1.17808 -0.27481  0.35
H: 3.81057 1.75871 -2.38117  0.67
H: -0.54713 -3.04349 -4.28488  0.43
H: -1.41059 -3.77285 2.72158  0.06
H: -3.05519 0.39695 1.38251  -0.39
H: -1.37039 0.73778 -8.61863  0.44
H: -3.05390 -4.54796 -0.95674  0.48
H: -1.69556 2.32786 -7.83606  0.30
H: -3.55745 -1.55696 -1.38330  -0.44
H: 1.21623 0.07463 0.95114  -0.19
H: -0.70250 -0.71476 -1.93591  -0.45
H: -1.13014 4.50282 4.20444  0.33
H: 1.62299 -4.15226 5.32803  0.36
H: -3.24363 0.77863 -2.15613  -0.78
H: 1.46013 -1.92648 -5.14242  0.58
H: 1.27994 -1.29751 -3.44332  -0.53
H: 4.72646 2.64738 2.62074  -0.08
H: 6.36428 3.90785 1.96122  0.42
H: 3.63103 4.68389 0.57744  0.44
H: 2.11947 -4.29516 -2.66706  0.48
H: 0.73454 -7.03217 -1.02362  0.32
H: -0.07904 5.32902 -1.54069  0.28
H: 4.31476 -2.87704 -0.40982  -0.03
H: -5.57134 -1.65416 -7.72371  0.37
H: 1.00231 -3.06144 -2.05856  -0.22
H: -0.79876 -5.41355 2.98587  0.44
H: -4.97798 1.95530 3.26274  0.30
H: 4.97031 -0.12389 6.29375  0.33
H: 1.12097 0.26733 6.83913  0.40
H: -1.57571 -0.83986 4.28514  -0.04
H: -0.37595 1.99453 -1.60843  -0.61
H: -1.53463 4.20485 2.56554  0.36
H: -7.12387 -2.47060 3.62231  0.37
H: 1.05391 3.30296 4.06294  0.36
H: -4.92217 -2.68441 -5.32625  0.26
H: 4.85956 -0.94639 3.92174  0.13
H: -4.87584 -2.77724 -1.39999  0.54
H: -1.41471 2.23707 5.58880  0.42
H: -0.28173 1.75892 8.13101  0.33
H: -4.77980 1.27245 -2.84762  0.55
H: -7.64570 -0.82567 2.07295  0.35
H: 2.74262 1.11019 4.56174  0.12
H: -2.13361 2.96335 -3.09844  0.35
H: -3.19911 -0.44972 6.24851  0.44
H: -4.81354 0.19760 1.36457  -0.09
H: 0.36926 0.64313 5.32213  -0.12
H: 3.08815 -0.78139 -0.79499  -0.40
H: -2.36922 2.46597 3.42977  -0.12
H: 0.91884 1.13156 -8.77633  0.34
H: -2.03684 0.75761 -7.05812  -0.19
H: 0.80431 -0.30656 -4.72433  -0.10
H: -1.57241 -0.96842 0.09666  -0.25
H: 1.02492 4.28960 -0.71465  0.15
H: 2.95394 0.37938 -2.95743  0.08
H: 0.89759 3.35247 -3.55366  -0.06
H: -3.91644 0.74120 -0.07455  -0.14
H: -5.18872 2.64196 1.08492  0.52
H: -5.93798 0.45416 -6.78399  0.32
H: 2.86868 3.48898 -2.01885  -0.16
H: 8.73947 3.24620 0.61143  0.33
H: 2.53946 -0.47189 3.74570  0.15
H: 6.49714 -2.94664 0.24078  0.29
H: 5.29660 0.65000 4.52706  0.38
H: -0.02806 -4.89590 -0.44262  0.06
H: -5.53118 -1.84912 3.15359  -0.17
H: -2.24334 1.21775 -4.58417  -0.27
H: 3.31110 5.03238 -4.33782  0.40
H: 1.12795 4.28314 -4.97866  0.51
H: 3.74194 3.99570 3.01335  0.26
H: -4.29113 -1.52750 5.57513  0.34
H: -3.49545 2.92871 0.95648  0.06
H: -0.79665 -4.01375 5.07705  0.18
H: -6.43180 -1.33633 0.94509  0.08
H: 0.91497 5.17662 -3.55416  0.22
H: -0.99385 2.99710 0.30975  -0.47
H: -0.59097 -0.19665 6.56776  0.05
H: 0.79079 2.93452 2.37382  -0.07
H: 1.21812 0.91941 -1.58440  -0.67
H: -5.57929 -4.16305 3.16047  0.31
H: 0.16534 1.62338 -6.06940  -0.04
H: -0.33220 0.73663 1.37524  -0.25
H: -3.88931 -3.72429 -3.11770  0.34
H: -3.57721 -1.49445 -5.45404  -0.25
H: 0.13961 -0.88544 1.93542  0.41
H: -1.08506 -1.85161 -5.28858  0.22
H: 0.29960 0.10737 -6.92452  0.17
H: 0.20433 -4.08980 2.22303  0.07
H: -2.81566 -1.87704 3.65080  -0.04
H: 2.19866 -3.90229 -0.97478  -0.32
H: 0.45191 2.64596 6.67580  0.22
H: 3.95427 -3.07677 1.28016  0.27
H: 5.73653 1.50097 1.00722  -0.34

total energy	-3100.55663	a.u.
relative energy (zero: lowest compared OMol25 entry of this formula, charge and spin)	2.340	eV
orbital gap	9.45	eV
HOMO level	-9.3	eV
total charge	0